1.
The following is a DFT calculation (the ωB97M-V functional and the def2-TZVPD basis) of a molecular structure, C35H32IN2O3S3V in a non-equilibrium geometry.

Geometry as XYZ:
```
77
Properties=species:S:1:pos:R:3:forces:R:3
C 0.487029 2.352559 2.253979 -0.5087 -0.5624 -1.0488
H -6.114886 1.684784 1.950053 -0.0050 -0.0024 0.0036
H -4.714578 1.946572 -4.148550 -0.0077 0.0004 -0.0084
C 0.917922 -2.693718 -4.422662 -0.0226 0.0127 0.0449
H 0.933223 4.517956 3.642889 -0.0098 -0.0195 -0.0039
H 2.511998 2.224529 0.382908 -0.0021 -0.0793 -0.0376
O -0.411807 2.412823 3.028086 0.2569 0.0178 0.2349
H -1.148856 -3.475603 -1.003230 0.0343 -0.0626 0.0448
H 2.145076 -1.566784 -5.770604 0.0046 0.0018 -0.0068
C -3.296588 3.541414 -4.404627 -0.0311 -0.0356 0.0006
C 0.222169 -2.147461 3.809550 0.1197 -0.0384 0.0250
C 1.605983 -1.561201 -4.833256 -0.0007 -0.0451 -0.0285
N -0.563817 -1.347455 1.593994 0.0535 0.0014 -0.1123
H 4.351261 3.831303 0.135971 0.0042 -0.0012 -0.0063
C -3.187671 4.171739 1.455770 -0.0584 -0.0144 0.0060
H -3.952572 1.397858 -1.869007 -0.0064 -0.0026 0.0129
I 5.226618 6.435295 1.537166 0.1314 0.1060 -0.0224
C -2.441996 2.936610 -1.859771 -0.1154 0.0428 -0.0455
C 3.677148 5.078169 1.749732 -0.1388 -0.0798 0.0488
C -5.297831 2.379138 1.807591 -0.0056 0.0082 0.0021
V 0.330710 0.045682 0.150803 0.5884 -0.5010 0.1561
H -4.227724 1.084132 0.472803 0.0059 -0.0104 -0.0062
C 1.609843 3.269296 2.034578 0.0422 0.0279 0.3048
H -1.007799 4.502731 -2.081680 -0.0017 0.0021 0.0103
O 0.472415 1.259129 1.320870 0.1919 1.0232 0.6917
C -3.905047 2.507303 -3.701318 0.0195 0.0225 -0.0101
H -1.266928 0.178147 2.886134 -0.0428 0.0030 0.0048
C 3.604720 3.979304 0.903144 -0.0463 0.0027 0.0074
S -1.826752 2.523202 -0.240524 0.4394 -0.1477 0.1907
H -1.861120 -0.108895 -2.082906 -0.0125 -0.0150 0.0078
O -0.725041 3.479808 0.062490 -0.2266 -0.0886 -0.1184
C -2.260836 4.261677 -3.832128 0.0607 0.0447 0.0225
C 2.719917 5.282264 2.738988 0.0095 -0.0042 -0.0409
H 0.917202 -3.584490 -5.034909 -0.0022 -0.0069 -0.0041
H -2.264382 -1.306029 2.890743 -0.0084 0.0179 0.0095
H 0.491270 -3.121853 -0.419157 -0.0306 0.0118 0.0274
H -3.633238 3.783441 -5.403511 -0.0055 -0.0023 -0.0079
C 1.686361 4.376474 2.879636 0.0414 -0.0368 -0.0358
C 1.247970 -2.524760 4.663006 -0.0398 0.0090 -0.0205
C 2.855324 -2.026512 2.950260 0.0529 -0.0119 -0.0222
H 1.015422 -2.860762 5.663859 0.0011 0.0005 0.0053
C -1.819546 3.961795 -2.549010 -0.0361 -0.0358 -0.0403
H 3.882209 -1.962072 2.614794 -0.0001 -0.0021 -0.0038
C 1.835084 -1.645856 2.082628 0.0120 -0.0408 -0.0060
H -0.308437 -3.569774 -2.907685 -0.0112 -0.0248 -0.0016
C 0.228189 -2.685258 -3.218379 0.0914 0.0821 -0.0873
C 2.564326 -2.466261 4.229625 -0.0127 0.0031 0.0079
H -2.379160 -1.812828 -2.126625 -0.0238 0.0226 0.0147
C 0.516329 -1.711812 2.526385 -0.0969 0.0688 -0.1819
H -2.487596 -0.883039 -0.610982 -0.0167 0.0243 -0.0134
H 2.155843 0.458513 -4.366769 -0.0043 0.0144 0.0193
C -0.534443 -2.756964 -0.456004 0.0909 0.0880 -0.0996
H -1.788737 5.063895 -4.383242 -0.0034 0.0009 -0.0089
C 0.248004 -1.542802 -2.433577 -0.1437 -0.0826 0.2417
C -1.110108 -2.570830 0.927397 -0.0203 0.0111 0.1813
S 0.902646 1.043287 -1.816823 -0.0715 -0.1829 -0.0475
N -0.513045 -1.457665 -1.176764 -0.2032 0.0083 -0.1767
H -2.327895 -0.191739 1.519079 -0.0075 0.0298 0.0267
C 2.567120 3.073794 1.044800 0.0309 0.0438 0.0734
C -3.474010 2.196641 -2.422756 -0.0037 0.0231 -0.0272
C -1.904795 -1.038875 -1.518250 0.0800 -0.0055 -0.0973
H -2.348571 4.840380 1.316931 0.0121 -0.0032 -0.0096
C -4.240218 2.044160 0.976707 -0.0049 0.0263 0.0176
H -6.122195 3.862834 3.114951 -0.0052 0.0006 0.0030
C -1.674019 -0.624170 2.277291 0.1129 -0.0301 0.0169
H 3.368166 -2.753856 4.892968 0.0090 -0.0040 0.0042
H -0.883487 -3.444964 1.539548 -0.0720 -0.0051 -0.0234
H -4.251873 5.440753 2.812163 0.0043 0.0051 0.0027
C -3.207597 2.953802 0.797857 -0.0898 0.0704 -0.0204
S 2.260192 -1.045727 0.464290 -0.4141 0.1359 0.0261
H -0.800854 -2.197993 4.153623 -0.0232 0.0004 0.0121
H 2.783260 6.141213 3.391618 0.0055 0.0078 -0.0002
C -4.247949 4.492917 2.291207 0.0299 0.0226 -0.0071
C 0.934754 -0.405471 -2.834388 0.0368 0.0982 0.0083
C -5.299745 3.604302 2.461831 -0.0149 -0.0252 0.0011
H -2.194794 -2.471929 0.894539 0.0064 0.0018 -0.0731
C 1.614065 -0.421708 -4.047252 0.0284 0.0645 -0.0072
```
Forces are in eV/Å.

Net charge: +1
Energy (eV): -112227.1416
E_HOMO (alpha / beta) (Eh): -0.3991 / -0.3993
Expectation value of S²: 0.768
Multiplicity: 2



2.
The following is a DFT calculation (the ωB97M-V functional and the def2-TZVPD basis) of a molecular structure, C35H32N2OPRuS2.

Geometry as XYZ:
```
74
Properties=species:S:1:pos:R:3:forces:R:3
H 3.126681 -0.907554 3.435538 0.0110 0.0031 0.0022
H -4.352426 -4.127589 -1.186197 0.0066 -0.0048 0.0010
C -0.347882 -3.824091 3.157510 0.0048 0.0024 -0.0028
H 4.051745 0.191150 -1.288544 0.0011 -0.0042 0.0108
C -2.802362 -0.635596 -0.753260 0.0072 -0.1507 -0.0177
H -0.081940 -1.083149 -4.927682 0.0047 -0.0061 -0.0035
C -4.087745 -0.751344 -1.267286 -0.0630 0.0523 -0.0121
H -3.056254 6.590714 -0.326804 -0.0018 -0.0010 0.0005
H -5.636132 -2.120212 -1.817714 -0.0009 0.0098 0.0013
H 0.444231 3.549982 -1.083680 0.0019 0.0099 0.0068
H 2.876217 2.995670 -0.511043 0.0072 0.0294 -0.0024
C 0.968780 -4.252290 3.258133 0.0081 0.0149 0.0083
H -1.084546 -4.153456 3.877970 -0.0022 -0.0036 -0.0038
O -1.675590 1.495289 -1.296569 0.0261 0.0800 -0.0479
C -2.068441 -1.762567 -0.412346 0.0417 0.0701 0.0122
H 2.309162 -2.561967 0.652263 -0.0541 -0.0814 -0.0317
C 0.222158 -2.538219 1.198020 -0.1316 -0.0101 0.0807
H 1.257509 -4.926354 4.053726 0.0122 -0.0020 -0.0058
H 1.153435 4.593515 0.161002 0.0142 0.0097 -0.0064
H 2.947139 -4.114775 2.439223 0.0029 -0.0018 -0.0004
H -0.648277 -0.324893 -2.668310 -0.0074 0.0026 0.0102
C -1.525706 3.720583 0.574308 -0.1317 -0.0117 -0.0277
C 2.375708 0.031079 1.670039 0.0202 0.0249 0.0548
H -0.811414 5.622811 -0.127995 0.0019 0.0019 0.0015
C 1.348036 -3.582773 -3.153922 0.0128 -0.0251 0.0124
C -2.945346 5.574214 0.025678 0.0114 0.0165 -0.0082
H -4.652406 0.133600 -1.532982 -0.0026 -0.0064 -0.0027
H 2.704635 1.648083 -2.165689 0.0008 0.0025 0.0123
P -0.323759 -1.379194 -0.074282 -0.0223 0.0385 0.0114
C 0.095490 3.534573 2.247061 0.0002 -0.0437 0.0507
Ru -0.311173 0.925165 0.384640 0.3800 0.2899 0.4364
C -1.675036 5.024646 0.129579 0.0276 -0.0256 0.0157
H -4.789828 2.931786 1.065943 0.0020 -0.0066 0.0047
C -2.620063 -3.027912 -0.573715 -0.0731 -0.0489 -0.0585
C 1.024675 -3.161930 -1.868261 0.0640 -0.0190 -0.0022
S -2.474770 1.252822 1.254519 -0.3228 -0.1575 -0.0104
C 0.328282 -1.974831 -1.679024 -0.0740 0.1190 0.0275
H 2.347338 2.610827 1.123102 -0.0002 -0.0099 -0.0212
H -1.745777 -2.631268 2.063516 0.0089 -0.0303 0.0221
C -4.635333 -2.013861 -1.421278 0.0043 0.0224 -0.0100
C 3.341934 -0.651567 2.405685 0.0265 0.0191 0.0587
H 1.309184 -3.781343 -1.030414 0.0016 0.0209 0.0503
C 0.962829 -2.837882 -4.255585 -0.0113 0.0335 0.0378
H 0.930580 1.669846 -2.241417 0.0101 -0.0110 -0.0164
H -5.050800 5.278840 0.309460 0.0016 -0.0012 -0.0013
C -3.909798 -3.148040 -1.065589 0.0666 0.0139 0.0320
H 0.072931 4.625013 2.306111 0.0031 0.0054 0.0045
C 0.841733 3.570224 -0.068135 -0.0336 -0.0314 -0.0267
C 2.657145 0.357471 0.344562 0.0181 -0.0127 -0.0308
H 1.063770 3.155941 2.552539 -0.0103 -0.0073 -0.0341
S 0.825016 0.457040 2.372625 -0.0046 -0.1032 -0.1020
C -2.157868 0.676674 -0.483615 -0.0272 -0.1289 0.0555
C -3.923456 3.529904 0.814355 0.0243 0.0342 -0.0224
N 1.698047 1.238354 -0.332547 -0.0029 0.0160 -0.2201
C -0.077199 -1.237929 -2.796380 0.0331 -0.0512 -0.0323
H -2.040364 -3.909088 -0.328040 -0.0061 -0.0098 -0.0043
H 1.894817 -4.507067 -3.286420 -0.0014 0.0018 -0.0077
N -0.230442 3.121513 0.851537 0.1026 0.0648 -0.1026
C -4.065663 4.839307 0.382162 -0.0390 -0.0118 0.0071
C -2.654064 2.978793 0.895741 0.1655 0.0290 -0.0303
H 5.268269 -1.580912 2.401427 -0.0014 -0.0016 0.0051
C 4.778184 -0.759883 0.480401 -0.0206 -0.0126 0.0170
H 1.211272 -3.173899 -5.253364 0.0028 0.0007 -0.0021
C 1.549049 -2.938905 1.328052 0.0097 0.0057 -0.1064
C -0.718985 -2.969853 2.133354 -0.0030 -0.0261 -0.0212
C 1.914703 -3.803020 2.349020 0.0091 -0.0067 0.0220
H -0.646519 3.119177 2.925424 -0.0084 0.0105 -0.0165
C 4.534202 -1.039972 1.818791 -0.0112 0.0226 -0.0135
H 1.790124 0.128863 -2.122627 -0.0078 0.0018 0.0026
C 1.792394 1.165587 -1.808211 -0.0391 0.0307 -0.0046
C 2.029506 2.646508 0.083435 -0.0486 -0.0324 0.0661
H 5.697375 -1.080996 0.010124 -0.0007 -0.0014 0.0009
C 0.240893 -1.663334 -4.072970 -0.0084 -0.0132 -0.0420
C 3.842188 -0.046070 -0.254690 0.0147 0.0026 -0.0306
```
Forces are in eV/Å.

Net charge: +1
Energy (eV): -75380.6159
E_HOMO (Eh): -0.3683



3.
The following is a DFT calculation (the ωB97M-V functional and the def2-TZVPD basis) of a molecular structure, C35H32N8O5PtSe.

Geometry as XYZ:
```
82
Properties=species:S:1:pos:R:3:forces:R:3
C 0.070433 2.816083 3.231794 -0.0218 -0.0342 -0.0107
O -4.094294 1.212760 1.789290 0.0281 0.1092 0.1144
C -1.057351 5.352244 2.597048 -0.0004 0.0175 -0.0074
C -4.275239 -4.157214 0.643936 0.0045 -0.0007 0.0029
H 6.127724 0.336043 0.995858 0.0048 0.0067 -0.0089
C 0.327276 -0.819059 4.746815 -0.0976 0.1200 0.0818
C -4.448473 -3.356931 -0.463233 0.0045 -0.0045 -0.0174
H -5.012275 -4.912025 0.879712 0.0008 0.0015 0.0002
H -4.052675 -1.267294 -2.416019 -0.0040 -0.0015 -0.0008
Se 0.532388 -1.138866 1.948863 0.2951 0.1259 0.1284
H -1.410162 0.008161 -3.277310 -0.0324 0.0385 -0.1143
C -2.342475 -2.232411 0.111356 0.1445 -0.0641 0.0032
C 1.612968 -1.539191 -3.191214 0.0131 -0.0096 -0.0164
H -0.588606 -2.026193 -5.731965 0.0064 0.0024 0.0063
Pt -0.467049 0.406794 0.319900 -0.0388 -0.1725 -0.0152
H -1.337137 -2.959614 1.883561 0.0128 -0.0044 0.0201
C -2.258052 -0.742881 -1.502616 0.0406 -0.0588 0.0368
H -3.049140 -4.644438 2.334798 -0.0031 -0.0009 -0.0014
C 0.110681 -1.525634 -5.077921 -0.0253 0.0016 0.0148
C -0.693471 5.028810 3.887267 -0.0006 -0.0024 0.0058
N 2.230342 -2.361316 -2.211383 -0.0552 0.0267 0.0178
C 4.652883 -0.838871 -0.004030 -0.0518 -0.0256 -0.0207
H 4.625190 2.299105 1.202250 -0.0057 -0.0052 0.0027
C 0.685292 -2.202501 -4.009334 -0.0610 -0.0521 0.0189
C -0.146419 3.775230 4.199249 -0.0010 0.0081 -0.0007
C -3.155175 -4.002484 1.471076 0.0059 -0.0056 0.0099
C 2.466213 0.198496 -0.347488 -0.0383 0.0847 -0.0650
H -1.334381 -3.921027 -4.684835 0.0067 -0.0032 0.0128
C 5.119555 0.294586 0.610147 -0.0052 0.0336 0.0120
C -0.841658 4.375015 1.634768 -0.0131 0.0007 -0.0495
H -0.586838 -1.387491 4.643086 0.0190 -0.0004 -0.0241
H -0.326745 -5.292780 -4.174197 0.0054 -0.0006 -0.0039
C 2.999277 -2.112428 -1.192773 0.0376 -0.0126 0.0173
H 0.103054 3.551598 5.227715 0.0009 -0.0036 -0.0008
N -3.368615 -1.446882 -1.698326 0.0171 -0.0873 -0.0495
C 2.229896 0.303030 3.839801 0.2146 -0.1617 -0.0954
C 1.400116 0.441455 -4.522656 -0.0193 0.0115 0.0235
H -1.495364 6.310082 2.352064 -0.0018 -0.0034 -0.0010
H 2.299430 2.189186 0.415066 0.0186 -0.0449 0.0290
N -0.177007 2.405007 0.726677 -0.4177 0.0238 0.0188
C -1.873906 0.409287 -2.373002 0.1368 -0.0135 -0.1656
N -1.142098 4.337641 0.274716 0.0499 0.0704 0.0193
C 0.465200 -0.204381 -5.320989 0.0123 -0.0118 -0.0111
C -0.773073 3.153844 -0.207111 0.1396 0.0178 0.0323
C -1.020315 2.711337 -1.613764 0.1654 -0.0213 -0.1328
H 5.297505 -1.703233 -0.110325 -0.0011 0.0018 0.0039
H 1.704326 1.454677 -4.746879 0.0116 -0.0022 -0.0163
N -3.170002 1.165501 1.042103 -0.1567 -0.2949 -0.1416
C 1.066804 -0.427452 3.639426 -0.2047 -0.1237 0.0679
C 2.581194 0.636439 5.139124 0.0105 0.0139 0.0051
H 2.870214 0.583257 3.015674 -0.0371 0.0481 -0.0583
H -1.992456 3.053338 -1.963211 -0.0814 -0.0811 0.1221
O 0.441190 -3.491158 -3.679975 0.0220 0.0481 -0.0161
H 0.029481 1.047409 -2.084893 0.0166 -0.1406 0.0795
H -1.610467 5.058863 -0.251243 0.0126 0.0151 0.0049
H -5.305660 -3.458113 -1.115015 -0.0028 0.0009 0.0066
C -0.313378 -4.294255 -4.597192 -0.0073 0.0198 0.0070
C -0.272744 3.139389 1.925668 0.2052 -0.0601 0.0260
N 1.875192 0.276755 6.208732 -0.0165 0.0002 -0.0258
H -0.257823 3.160185 -2.256699 -0.0940 0.0559 -0.0636
N -0.883738 1.244436 -1.678910 0.0617 0.2000 0.1531
H -2.752517 0.977097 -2.674848 -0.0436 0.0185 0.1704
C 4.264949 1.393398 0.730125 0.0241 0.0326 0.0304
H 0.460340 1.844835 3.484542 0.0005 0.0755 -0.0061
C 0.780316 -0.448330 6.009178 -0.0192 0.0595 -0.0158
C -2.180596 -3.057123 1.225450 0.0239 0.0073 -0.0368
H 0.167119 -4.309731 -5.575297 -0.0006 -0.0011 -0.0036
C 3.350029 -0.886153 -0.548428 0.0370 -0.0235 0.0682
H 3.478624 -3.005542 -0.801684 0.0090 0.0088 -0.0093
H 3.478359 1.215528 5.327240 -0.0011 -0.0115 0.0132
N -1.562117 -1.186411 -0.450950 -0.2112 0.1932 -0.2246
H -0.847537 5.750193 4.677584 0.0061 0.0013 -0.0019
H 0.226318 -0.741407 6.893197 0.0094 -0.0013 0.0065
C 1.985505 -0.232545 -3.460286 0.0033 0.0337 0.0189
H 2.746660 0.251215 -2.864043 -0.0045 -0.0303 -0.0471
O -2.054201 0.607290 1.529484 0.0012 0.0488 0.0242
O 1.217404 0.111957 -0.798988 -0.1465 -0.2324 0.0156
H 0.026325 0.311660 -6.164725 0.0010 0.0025 -0.0013
H 2.095567 -3.345842 -2.426795 -0.0231 -0.0078 0.0027
C 2.960014 1.341920 0.281887 -0.0030 0.0720 0.0375
C -3.465814 -2.404921 -0.696076 -0.0006 0.0449 -0.0361
O -3.164311 1.542988 -0.129595 0.1082 0.1136 0.0243
```
Forces are in eV/Å.

Net charge: +2
Energy (eV): -127549.0947
Energy above the lowest of the compared OMol25 structures with the same formula, charge and spin (kcal/mol): 11.13
E_HOMO (Eh): -0.4947